Here is a cluster of 2 separate species, C4H2BrNOS in total in a non-equilibrium geometry from the OMol25 dataset. Energies are from ωB97M-V/def2-TZVPD.

Values from the calculation:
**Relative energy (zero: lowest compared OMol25 entry of this formula, charge and spin)**: 129.47 kcal/mol
**HOMO-LUMO gap (alpha / beta)**: 7.48 / 7.48 eV

The geometry in ORCA input format:
```
! wB97M-V def2-TZVPD RIJCOSX def2/J DEFGRID3
* xyz 0 1
C -1.0869 -0.3872 -0.6977
C -0.2117 -0.3153 0.1910
C 4.0780 1.1466 -0.4319
C 1.0041 -0.4476 0.8669
N 4.7199 0.8962 -1.3630
O 3.5733 1.5137 0.6536
S 2.0119 1.8633 0.8791
Br 2.2635 -1.7012 0.3980
H -1.8886 -0.5502 -1.3901
H 0.9200 -0.4816 1.9817
*
```

Here are the Mulliken charges for atoms 1 to 8, given in e: -0.050, -0.030, 0.556, -0.627, -0.419, -0.300, 0.055, 0.008

---

Here is a cluster of 9 separate species, C37H51BF3N11O5S in total in a non-equilibrium geometry from the OMol25 dataset. Energies are from ωB97M-V/def2-TZVPD.

Values from the calculation:
**HOMO-LUMO gap**: 7.57 eV

The geometry in ORCA input format:
```
! wB97M-V def2-TZVPD RIJCOSX def2/J DEFGRID3
* xyz 0 1
C -3.7236 3.3457 -6.4843
C -3.8431 1.9849 -6.7308
C -2.5795 1.2612 -6.9509
O -1.5088 1.8218 -6.8268
O -2.6153 -0.0755 -7.2953
C -2.1008 -0.8151 -6.1694
C -2.3893 -2.3193 -6.3141
C -2.8174 -2.8560 -4.9066
C -1.5217 -3.1024 -4.0587
C -1.6130 -2.3626 -2.6931
C -0.8178 -1.0177 -2.6173
C 0.3653 -1.2146 -1.6553
C 1.6400 -1.5806 -2.2003
B 1.9564 -1.7874 -3.7483
O 1.7930 -2.9839 -4.3854
C 2.5368 -0.5223 -4.5343
C 1.5714 0.0069 -5.6475
C 2.6944 -1.7428 -1.3654
C 2.6149 -1.5540 0.0331
N 3.7541 -1.7534 0.7541
C 3.5330 -1.5664 2.0271
C 4.7136 -1.7995 2.9976
N 5.9601 -1.4161 2.3568
C 2.2955 -1.1654 2.6002
N 1.2236 -0.9790 1.8818
C 1.3809 -1.2018 0.5516
C 0.2347 -1.0514 -0.2973
S -1.3178 -0.6484 0.4746
O -2.4523 -0.9991 -0.3520
O -1.4903 -1.3171 1.7317
C -1.3867 1.1926 0.6391
F -1.2193 1.7369 -0.5779
F -2.5951 1.5506 1.0325
F -0.4373 1.6832 1.4137
H -4.0645 4.0667 -7.2297
H -3.3102 3.6659 -5.5272
H -4.8022 1.4659 -6.7129
H -2.6303 -0.4466 -5.2769
H -1.0351 -0.6323 -6.0163
H -3.1181 -2.5576 -7.0921
H -1.4602 -2.8566 -6.5397
H -3.3742 -3.7860 -5.0668
H -3.4933 -2.1462 -4.4207
H -0.6151 -2.7782 -4.5668
H -1.5154 -4.1749 -3.8378
H -2.6642 -2.1289 -2.4972
H -1.3085 -2.9905 -1.8495
H -1.4071 -0.2212 -2.1608
H -0.4906 -0.6337 -3.5910
H 1.8692 -2.7963 -5.3308
H 3.5151 -0.7312 -4.9899
H 2.7071 0.3079 -3.8366
H 2.1451 0.3519 -6.5141
H 0.9820 -0.8431 -6.0206
H 0.9287 0.8290 -5.3303
H 3.6619 -2.0221 -1.7808
H 4.7507 -2.8625 3.2664
H 4.4988 -1.2350 3.9185
H 6.7119 -2.0471 2.5835
H 6.1973 -0.4603 2.5789
H 2.2225 -0.9989 3.6837
C -5.0440 -2.6893 1.3632
C -6.4168 -3.2219 1.3843
N -7.4870 -3.6462 1.4154
H -4.7086 -2.4894 2.3791
H -4.3760 -3.4144 0.9039
H -5.0173 -1.7636 0.7910
C 4.8523 2.7311 3.4427
C 6.0885 1.9546 3.5944
N 7.0540 1.3369 3.7126
H 4.8714 3.5949 4.1044
H 4.7545 3.0743 2.4143
H 3.9940 2.1101 3.6944
C 1.5915 -2.2013 6.9652
C 2.5194 -1.1402 6.5671
N 3.2485 -0.3031 6.2684
H 0.6950 -1.7637 7.3989
H 1.3130 -2.7941 6.0951
H 2.0621 -2.8488 7.7015
C -7.1972 1.0877 1.5118
C -6.8336 0.4756 0.2327
N -6.5562 0.0074 -0.7782
H -7.3757 0.3116 2.2544
H -6.3894 1.7317 1.8549
H -8.1013 1.6816 1.3918
C 7.2093 5.7774 4.6223
C 6.2495 6.6456 3.9361
N 5.4916 7.3276 3.3994
H 7.5609 5.0035 3.9415
H 8.0600 6.3625 4.9655
H 6.7341 5.3056 5.4806
C 7.2419 8.0965 0.1648
C 8.2520 7.1461 -0.3065
N 9.0474 6.3992 -0.6755
H 6.8935 7.8083 1.1553
H 7.6694 9.0960 0.2158
H 6.3953 8.1063 -0.5188
C -9.5577 -1.9037 -1.1853
C -10.5244 -1.0401 -1.8687
N -11.2852 -0.3614 -2.4052
H -9.2288 -2.6932 -1.8578
H -8.6945 -1.3208 -0.8736
H -10.0212 -2.3531 -0.3090
C -0.5825 -1.8798 10.7344
C 0.4160 -2.8509 10.2806
N 1.2024 -3.6139 9.9256
H -0.9181 -2.1373 11.7368
H -0.1470 -0.8824 10.7495
H -1.4369 -1.8861 10.0601
*
```

Here are the Mulliken charges for atoms 1 to 8, given in e: -0.416, -0.491, 0.802, -0.540, -0.503, -0.129, -0.923, -1.014

---

Here is a structure of composition C21H16BeClNO6P in a non-equilibrium geometry from the OMol25 dataset. Energies are from ωB97M-V/def2-TZVPD.

Values from the calculation:
**Relative energy (zero: lowest compared OMol25 entry of this formula, charge and spin)**: 0.00 kcal/mol
**HOMO-LUMO gap**: 8.33 eV

The geometry in ORCA input format:
```
! wB97M-V def2-TZVPD RIJCOSX def2/J DEFGRID3
* xyz -1 1
Be 0.6934 0.9926 2.6021
O 3.7086 3.4492 2.0012
Cl 3.2771 2.2013 2.6442
O 3.4758 2.2129 4.1138
O 1.6963 2.2173 2.4491
O 3.7101 0.9664 1.9950
O -0.8553 -1.8247 2.6505
C 0.2329 -1.4539 2.2073
O 1.0052 -0.4936 2.7956
C 0.7528 -1.9721 0.8510
P 0.8379 -0.5810 -0.2893
C 2.1664 -0.9929 -1.3676
C 1.8870 -1.6916 -2.5660
C 2.8342 -1.7999 -3.5739
C 4.0838 -1.1564 -3.3989
C 4.4292 -0.6526 -2.1392
C 3.4821 -0.5456 -1.1520
C -0.7135 -0.8262 -1.2317
C -1.8887 -1.0714 -0.5137
C -3.1315 -0.8687 -1.1027
C -3.2256 -0.5065 -2.4317
C -2.0811 -0.2218 -3.1643
C -0.8476 -0.3366 -2.5560
H 0.0641 -2.7392 0.5138
H 1.7674 -2.3473 0.9110
H 0.9308 -2.1800 -2.7343
H 2.5909 -2.3010 -4.4796
H 4.8351 -1.1632 -4.1823
H 5.4364 -0.2765 -1.9881
H 3.7002 -0.0804 -0.1662
H -1.8666 -1.4689 0.5070
H -4.0693 -1.1113 -0.5742
H -4.2163 -0.3119 -2.8655
H -2.1767 0.0264 -4.2203
H 0.0751 -0.1597 -3.1318
N -5.5660 1.0168 0.2096
C -4.6651 1.3855 0.8838
C -3.5012 1.6616 1.6505
C -2.5280 2.5762 1.2412
C -1.2371 2.4609 1.7449
C -0.9573 1.4504 2.6566
C -1.9521 0.7596 3.2698
C -3.2486 0.9082 2.8131
H -2.6745 3.2427 0.4172
H -0.5129 3.2074 1.3959
H -1.7004 0.0171 4.0201
H -4.0575 0.3824 3.2851
*
```

Here are the Mulliken charges for atoms 1 to 8, given in e: -0.360, -0.581, 1.613, -0.602, -0.296, -0.577, -0.579, 0.610

---

Here is a structure of composition C28H20AsBrNO2PbS2Te from the OMol25 dataset. Energies are from ωB97M-V/def2-TZVPD.

Values from the calculation:
**Relative energy (zero: lowest compared OMol25 entry of this formula, charge and spin)**: 3.64 kcal/mol
**HOMO-LUMO gap**: 7.79 eV

The geometry in ORCA input format:
```
! wB97M-V def2-TZVPD RIJCOSX def2/J DEFGRID3
* xyz 1 1
Pb -0.7946 -1.5934 -2.3012
Br -1.6634 -0.9878 -5.9124
C -3.0671 -0.4518 -4.7574
C -4.2453 0.0358 -5.2851
C -5.2302 0.4358 -4.3907
C -5.0093 0.3275 -3.0280
C -3.8015 -0.1866 -2.6010
N -2.8433 -0.5602 -3.4572
C -3.5081 -0.3929 -1.1223
O -4.2931 0.0494 -0.3141
O -2.4141 -1.0517 -0.8482
H -4.3820 0.0983 -6.3552
H -6.1680 0.8269 -4.7663
H -5.7407 0.6189 -2.2857
S -0.3566 -3.2800 -0.0606
C -0.0063 -2.2403 1.3520
C 0.0215 -2.9160 2.5726
C 0.3653 -2.2425 3.7334
C 0.6911 -0.8948 3.6783
C 0.6505 -0.2224 2.4677
C 0.2920 -0.8776 1.2916
As 0.2359 0.1929 -0.3351
C -0.8998 1.6740 0.1319
C -1.8485 1.5752 1.1420
C -2.6719 2.6599 1.4119
C -2.5571 3.8271 0.6695
C -1.6260 3.9124 -0.3591
C -0.8002 2.8337 -0.6336
C 2.0032 0.9797 -0.3319
C 2.2741 2.1663 0.3428
C 3.5647 2.6797 0.3420
C 4.5807 2.0169 -0.3342
C 4.3092 0.8378 -1.0168
C 3.0202 0.3222 -1.0207
H -0.2246 -3.9708 2.5992
H 0.3880 -2.7735 4.6767
H 0.9679 -0.3628 4.5800
H 0.8920 0.8313 2.4360
H -1.9736 0.6557 1.6958
H -3.4183 2.5811 2.1933
H -3.2025 4.6701 0.8840
H -1.5437 4.8175 -0.9486
H -0.0708 2.9040 -1.4315
H 1.4867 2.6922 0.8650
H 3.7742 3.6038 0.8664
H 5.5849 2.4238 -0.3354
H 5.0982 0.3247 -1.5538
H 2.8115 -0.5960 -1.5538
Te 1.9282 -3.7098 -0.9006
C 2.8867 -3.4850 0.9070
C 3.4372 -2.3308 1.3987
C 4.0107 -2.5173 2.6842
C 3.8734 -3.8007 3.1325
S 3.0564 -4.7877 2.0101
H 3.4337 -1.3916 0.8574
H 4.4978 -1.7335 3.2507
H 4.2244 -4.2172 4.0679
*
```

Here are the Mulliken charges for atoms 1 to 8, given in e: 0.754, -0.151, 0.233, -0.544, -0.285, -0.696, 0.646, -0.150

---

Here is a structure of composition C7H14CoN4O2S4Sb in a non-equilibrium geometry from the OMol25 dataset. Energies are from ωB97M-V/def2-TZVPD.

Values from the calculation:
**Relative energy (zero: lowest compared OMol25 entry of this formula, charge and spin)**: 30.30 kcal/mol
**HOMO-LUMO gap (alpha / beta)**: 5.69 / 6.10 eV
**⟨S²⟩**: 3.77

The geometry in ORCA input format:
```
! wB97M-V def2-TZVPD RIJCOSX def2/J DEFGRID3
* xyz -1 4
Co 0.9298 -0.8938 -0.0648
S 3.9755 1.1882 2.2360
Sb 3.4557 -1.0502 2.2070
S 2.9209 -1.6394 -0.3514
S 1.0099 -1.0862 2.0876
S 3.9461 -2.1384 4.1754
C -4.3362 -2.6024 0.7826
N -3.2514 -1.9224 0.1218
C -3.4073 -1.0819 -1.0396
C -1.9533 -0.7112 -1.3517
O -1.6342 -0.0090 -2.2760
N -1.1368 -1.3335 -0.4170
C -1.9330 -2.0486 0.3857
N -1.4607 -2.8626 1.3237
H -5.2270 -1.9789 0.7311
H -4.1083 -2.7651 1.8349
H -4.5621 -3.5687 0.3231
H -3.9974 -0.1878 -0.8348
H -3.8468 -1.6131 -1.8864
H -0.4908 -2.6569 1.6258
H -2.0887 -3.2191 2.0216
C 1.2552 3.3780 -0.1944
N 2.1885 2.7633 -1.1334
C 3.4768 3.3919 -1.3931
C 2.0002 1.4885 -1.4615
O 1.0206 0.8382 -1.0983
H 1.4002 4.4564 -0.2054
H 1.4089 2.9918 0.8161
H 0.2378 3.1436 -0.4974
H 3.3715 4.4696 -1.2950
H 3.8053 3.1704 -2.4074
H 4.2400 3.0493 -0.6921
H 2.7911 1.0402 -2.0728
*
```

Here are the Mulliken charges for atoms 1 to 8, given in e: 0.177, -0.692, 0.775, -0.611, -0.665, -0.638, -1.067, 0.119